No. 1
Formula: C3H4O3
Source: the OMol25 dataset
Level of theory: the ωB97M-V functional and the def2-TZVPD basis

CARTESIAN COORDINATES (ANGSTROEM)
O1 -1.16649 -0.16593 -1.50803
C1 0.03769 -0.11912 -1.45731
C2 0.71218 0.47292 -0.22298
O2 1.78122 1.03653 -0.21567
C3 -0.08104 0.25850 1.05149
O3 -1.19985 -0.61790 0.91355
H1 0.67397 -0.55249 -2.24420
H2 -0.44827 1.24769 1.38290
H3 0.64294 -0.09884 1.80318
H4 -0.95236 -1.46135 0.49706

## Properties
SMILES ... O=CC(=O)CO
Energy relative to the best compared isomer or geometry (same formula, charge and spin) ... 2.1394 eV
LUMO level ... -0.71 eV
Orbital gap ... 8.9 eV
Net charge ... 0

No. 2
Formula: C3H4O3
Source: the OMol25 dataset
Level of theory: the ωB97M-V functional and the def2-TZVPD basis

CARTESIAN COORDINATES (ANGSTROEM)
O1 -1.49730 -1.61565 0.82181
C1 -0.99732 0.35989 0.21878
C2 0.33442 -0.07804 -0.14809
O2 0.71589 -1.22638 -0.05622
C3 1.37803 0.89402 -0.67405
O3 1.16806 1.72325 -1.51915
H1 -0.79733 -2.30381 0.67893
H2 -1.36935 1.27231 -0.31797
H3 -1.29468 0.28387 1.24098
H4 2.37254 0.67661 -0.23922

## Properties
Energy relative to the best compared isomer or geometry (same formula, charge and spin) ... 5.8938 eV
LUMO level (spin up / spin down) ... -2.19 / -2.19 eV
Orbital gap (spin up / spin down) ... 8.2 / 8.2 eV
Net charge ... 0

No. 3
Formula: C3H4O3
Source: the OMol25 dataset
Level of theory: the ωB97M-V functional and the def2-TZVPD basis

CARTESIAN COORDINATES (ANGSTROEM)
O1 -0.94804 0.01247 1.84294
C1 -0.07982 -0.73255 1.49498
O2 0.03521 -1.27922 0.24319
C2 0.31396 -0.37468 -0.78652
C3 -0.31620 0.93452 -0.91101
O3 1.01681 0.76218 -0.39676
H1 0.73113 -1.09545 2.14105
H2 0.69568 -0.93528 -1.63852
H3 -0.34929 1.43606 -1.87509
H4 -1.06383 1.22384 -0.17748

## Properties
SMILES ... O=CO[C@H]1CO1
Energy relative to the best compared isomer or geometry (same formula, charge and spin) ... 2.2538 eV
LUMO level ... 1.01 eV
Orbital gap ... 11.8 eV
Net charge ... 0

No. 4
Formula: C3H4O3
Source: the OMol25 dataset
Level of theory: the ωB97M-V functional and the def2-TZVPD basis

CARTESIAN COORDINATES (ANGSTROEM)
O1 -0.88318 -1.46627 0.55626
C1 -1.18686 -0.64777 -0.27322
C2 -0.20321 0.38713 -0.79485
O2 1.09601 0.02421 -0.37219
C3 1.29117 0.15202 0.95725
O3 0.61689 0.81725 1.69369
H1 -2.20604 -0.61126 -0.70268
H2 -0.20409 0.40367 -1.88918
H3 -0.48709 1.38061 -0.42623
H4 2.16639 -0.43959 1.25116

## Properties
SMILES ... O=CCOC=O
Energy relative to the best compared isomer or geometry (same formula, charge and spin) ... 1.1386 eV
LUMO level ... 0.86 eV
Orbital gap ... 11.2 eV
Net charge ... 0

No. 5
Formula: C3H4O3P
Source: the OMol25 dataset
Level of theory: the ωB97M-V functional and the def2-TZVPD basis

CARTESIAN COORDINATES (ANGSTROEM)
C1 -0.61271 -0.09768 0.64379
C2 0.04808 -0.86176 -0.36163
C3 0.56458 1.86067 1.58256
O1 0.66734 -1.81181 -2.79808
O2 0.49853 0.57832 1.55689
O3 -0.87907 0.26309 -2.73440
P1 -0.06068 -0.74037 -2.03546
H1 -1.19017 -0.59147 1.56292
H2 -1.30429 0.80453 0.46120
H3 0.79984 -1.53880 -0.14250
H4 1.46854 2.13529 2.26472

## Properties
Energy relative to the best compared isomer or geometry (same formula, charge and spin) ... 3.9050 eV
LUMO level ... 3.94 eV
Orbital gap ... 8.0 eV
Net charge ... -1

No. 6
Formula: C3H4O3Pb
Source: the OMol25 dataset
Level of theory: the ωB97M-V functional and the def2-TZVPD basis

CARTESIAN COORDINATES (ANGSTROEM)
C1 1.39735 0.60455 1.53761
O1 0.48393 -0.21146 1.83634
O2 0.08246 -1.27907 -0.87434
O3 1.24172 1.18795 0.31437
C2 -0.15532 -0.14517 -1.27872
C3 0.03640 1.09766 -0.45125
H1 -0.38919 -0.00401 -2.34936
H2 -0.84327 1.16481 0.21356
H3 0.04408 1.96480 -1.11992
Pb1 -0.06394 -1.99825 1.12334
H4 -1.83420 -2.38181 1.04838

## Properties
Energy relative to the best compared isomer or geometry (same formula, charge and spin) ... 2.3709 eV
LUMO level ... -1.03 eV
Orbital gap ... 7.0 eV
Net charge ... 0

No. 7
Formula: C3H4O3Pd
Source: the OMol25 dataset
Level of theory: the ωB97M-V functional and the def2-TZVPD basis

CARTESIAN COORDINATES (ANGSTROEM)
O1 -1.51279 -0.72277 0.32573
C1 -1.12514 0.23592 1.22410
C2 0.23473 0.78717 0.94175
O2 0.93059 0.28507 0.04202
Pd1 -0.24765 -0.85872 -0.70360
H1 -1.08728 -0.12343 2.27735
H2 -1.79956 1.12103 1.25594
H3 0.62869 1.63962 1.51829
C3 1.98786 -0.04147 -1.98425
O3 0.95736 -0.80535 -2.11200
H4 1.03320 -1.51708 -2.78533

## Properties
Spin multiplicity ... 4
<S²> ... 3.7591
Energy relative to the best compared isomer or geometry (same formula, charge and spin) ... 1.0981 eV
LUMO level (spin up / spin down) ... -4.80 / -6.73 eV
Orbital gap (spin up / spin down) ... 7.8 / 8.5 eV
Net charge ... +1

No. 8
Formula: C3H4O3Rb
Source: the OMol25 dataset
Level of theory: the ωB97M-V functional and the def2-TZVPD basis

CARTESIAN COORDINATES (ANGSTROEM)
C1 -0.13239 0.86667 2.03012
C2 -0.15543 -0.40981 1.59012
H1 0.76336 1.35244 2.45508
H2 -1.02901 1.50329 2.03051
O1 0.46208 -0.40333 -0.74745
C3 0.14262 -0.36820 -1.97148
O2 -1.00520 -0.42868 -2.44063
O3 1.16046 -0.04799 -2.80988
H3 1.77750 0.52552 -2.33969
Rb1 -2.75481 -1.46903 -0.11347
H4 0.77083 -1.12089 2.31677

## Properties
Energy relative to the best compared isomer or geometry (same formula, charge and spin) ... 2.3966 eV
LUMO level (spin up / spin down) ... 1.74 / 1.74 eV
Orbital gap (spin up / spin down) ... 3.5 / 3.5 eV
Net charge ... -1

No. 9
Formula: C3H4O3Rb
Source: the OMol25 dataset
Level of theory: the ωB97M-V functional and the def2-TZVPD basis

CARTESIAN COORDINATES (ANGSTROEM)
H1 -2.55114 -1.51417 1.19386
H2 -3.81808 0.42015 0.27833
C1 -2.71129 0.39125 0.19649
C2 -2.11479 -0.80429 0.45741
O1 2.56851 0.61297 0.43711
C3 3.14086 0.10466 -0.54777
O2 4.31267 -0.50529 -0.19532
Rb1 0.58873 2.40115 -1.46140
O3 -2.15276 1.46328 -0.27847
H3 -1.35437 -1.19058 -0.22335
H4 4.09166 -1.37913 0.14310

## Properties
Energy relative to the best compared isomer or geometry (same formula, charge and spin) ... 1.4852 eV
LUMO level ... 1.67 eV
Orbital gap ... 4.4 eV
Net charge ... -1

No. 10
Formula: C3H4O3Rb
Source: the OMol25 dataset
Level of theory: the ωB97M-V functional and the def2-TZVPD basis

CARTESIAN COORDINATES (ANGSTROEM)
H1 -4.57148 -0.03806 1.02457
O1 -2.66499 1.09899 0.46598
C1 -1.32865 1.05924 0.10535
O2 -0.69408 0.06031 -0.07273
Rb1 2.96090 -1.52508 -0.78156
O3 -0.84248 2.23756 0.05146
C2 -3.43594 -0.13588 0.63414
H2 -2.84754 -1.04513 0.49278
H3 -3.59146 0.30402 -1.49034
C3 -3.95108 0.60173 -0.50154
H4 -4.67588 1.40470 -0.37466

## Properties
Spin multiplicity ... 2
<S²> ... 0.7559
Energy relative to the best compared isomer or geometry (same formula, charge and spin) ... 1.2813 eV
LUMO level (spin up / spin down) ... -8.43 / -11.49 eV
Orbital gap (spin up / spin down) ... 11.7 / 8.6 eV
Net charge ... +2

No. 11
Formula: C3H4O3S
Source: the OMol25 dataset
Level of theory: the ωB97M-V functional and the def2-TZVPD basis

CARTESIAN COORDINATES (ANGSTROEM)
O1 2.46460 -0.86651 -0.47288
C1 1.57049 -0.12280 -0.10579
O2 1.76788 1.28970 0.50068
C2 0.15984 -0.49181 -0.00401
C3 -1.08133 0.62135 -0.24988
O3 -0.91447 1.84116 -0.53377
S1 -2.78209 -0.23714 0.01096
H1 0.87480 1.75989 -0.10085
H2 0.04369 -0.84883 1.23015
H3 -0.08628 -1.58423 -0.53894
H4 -2.01712 -1.36079 0.26433

## Properties
SMILES ... O=C(O)CC(=O)S
Energy relative to the best compared isomer or geometry (same formula, charge and spin) ... 3.6022 eV
LUMO level ... -0.29 eV
Orbital gap ... 10.6 eV
Net charge ... 0

No. 12
Formula: C3H4O3S2
Source: the OMol25 dataset
Level of theory: the ωB97M-V functional and the def2-TZVPD basis

CARTESIAN COORDINATES (ANGSTROEM)
O1 -2.02674 -1.19620 -0.37969
C1 -1.32056 -0.27097 -0.13297
S1 -1.70595 1.38187 -0.62606
C2 -0.06977 -0.46034 0.79395
O2 -0.07041 -1.82253 1.08499
C3 1.27071 -0.23214 0.09145
O3 2.00772 -1.31018 -0.10219
S2 1.81564 1.27386 -0.12415
H1 -0.59726 1.90223 -0.16074
H2 -0.14773 0.16229 1.69602
H3 -0.98724 -2.06892 0.88196
H4 1.41034 -2.07530 0.24667

## Properties
SMILES ... O=C(S)[C@@H](O)C(O)=S
Energy relative to the best compared isomer or geometry (same formula, charge and spin) ... 0.1576 eV
LUMO level ... -0.18 eV
Orbital gap ... 9.1 eV
Net charge ... 0

Q: What is the formula in the fifth record?
A: C3H4O3P

What did the second record say?
Formula: C3H4O3
Source: the OMol25 dataset
Level of theory: the ωB97M-V functional and the def2-TZVPD basis

CARTESIAN COORDINATES (ANGSTROEM)
O1 -1.49730 -1.61565 0.82181
C1 -0.99732 0.35989 0.21878
C2 0.33442 -0.07804 -0.14809
O2 0.71589 -1.22638 -0.05622
C3 1.37803 0.89402 -0.67405
O3 1.16806 1.72325 -1.51915
H1 -0.79733 -2.30381 0.67893
H2 -1.36935 1.27231 -0.31797
H3 -1.29468 0.28387 1.24098
H4 2.37254 0.67661 -0.23922

## Properties
Energy relative to the best compared isomer or geometry (same formula, charge and spin) ... 5.8938 eV
LUMO level (spin up / spin down) ... -2.19 / -2.19 eV
Orbital gap (spin up / spin down) ... 8.2 / 8.2 eV
Net charge ... 0

Q: The highest energy relative to the best compared isomer or geometry (same formula, charge and spin) belongs to which entry?
A: number 2